1.
Molecular formula: C2H8N2O2
Method: DFT, ωB97M-V with the def2-TZVPD basis set

Values from the calculation:
**HOMO-LUMO gap**: 9.7 eV
**Relative energy (zero: lowest compared OMol25 entry of this formula, charge and spin)**: 70.6 kcal/mol
**2S+1**: 1

CARTESIAN COORDINATES (ANGSTROEM)
C -0.34851 -0.93498 -0.17621
C -0.40277 1.41733 -0.60883
N -0.77056 0.35238 0.25731
N 0.88133 -1.03584 0.75037
O -1.23098 -1.94944 0.18750
O 1.03872 1.63674 -0.72316
H -1.82098 -1.55495 0.84530
H 1.33007 2.09292 0.07507
H 0.19738 0.06093 1.16422
H -0.07358 -1.04559 -1.23057
H 1.69334 -0.62954 0.28936
H 1.09531 -1.97809 1.07184
H -0.87792 2.33810 -0.25872
H -0.71086 1.23005 -1.64348

Forces on atoms 1 to 6 (eV/Å):
C 0.6779 -0.1773 0.6080
C 0.2138 0.2219 -0.0938
N 0.9905 -0.0750 1.0445
N 0.2767 -0.8206 -0.7040
O 0.0466 0.0422 -0.0626
O -0.2810 -0.0852 0.0979


2.
Molecular formula: C2H8N2O2
Method: DFT, ωB97M-V with the def2-TZVPD basis set

Values from the calculation:
**HOMO-LUMO gap**: 10.1 eV
**SMILES string**: NCC(N)=O.O
**Relative energy (zero: lowest compared OMol25 entry of this formula, charge and spin)**: 20.7 kcal/mol
**2S+1**: 1

CARTESIAN COORDINATES (ANGSTROEM)
N -1.24648 0.36009 -0.66554
C 0.15248 0.18814 -1.12234
C 1.02204 0.14373 0.09082
N 2.04315 1.05826 0.27721
O 1.03332 -0.80602 0.86693
H -1.87878 0.46298 -1.43841
H -1.50078 -0.31500 0.03888
H 0.23804 -0.65191 -1.82958
H 0.22657 0.99498 -1.86913
H 1.96930 1.95545 -0.19708
H 2.41429 1.17437 1.21037
H -0.69473 -1.57400 1.46597
H -2.14953 -1.16646 1.81638
O -1.62889 -1.82462 1.35554

Forces on atoms 1 to 6 (eV/Å):
N 1.0267 0.5654 0.5210
C -2.4533 0.6926 -1.7151
C 2.7991 -0.7972 0.8025
N -0.9754 1.4025 -0.9018
O -1.2687 0.1421 -0.2138
H -0.2320 -0.3259 0.0656


3.
Molecular formula: C2H8N2O2S
Method: DFT, ωB97M-V with the def2-TZVPD basis set

Values from the calculation:
**HOMO-LUMO gap**: 10.6 eV
**SMILES string**: [H]/N=C\S(C)(=O)=O.N
**Relative energy (zero: lowest compared OMol25 entry of this formula, charge and spin)**: 3.8 kcal/mol
**2S+1**: 1

CARTESIAN COORDINATES (ANGSTROEM)
C 0.28277 -1.41416 -0.54996
C 0.95626 1.25439 0.42772
N -2.59459 0.18863 0.33126
N 1.39262 2.26181 -0.13709
O 2.15483 -0.98573 1.29683
O 2.60931 -0.20593 -1.00306
S 1.66608 -0.41086 0.06788
H 0.68562 -2.36846 -0.86437
H -0.43481 -1.53047 0.25020
H -0.15236 -0.88155 -1.38581
H 0.15971 1.28058 1.15560
H -3.18875 -0.50923 -0.10070
H -2.78055 0.16431 1.32629
H 2.14350 2.06509 -0.80216
H -2.89963 1.09158 -0.01262

Forces on atoms 1 to 6 (eV/Å):
C 0.6040 0.7703 0.3524
C -0.0976 -1.3018 -0.0077
N 0.0919 -0.0030 -0.0264
N 0.2839 1.0473 -0.2976
O -0.4273 0.1335 0.0458
O -0.2196 0.1535 -0.2040